1.
Entry from OMol25: a cluster of 2 separate species, C4H5NO in total (ωB97M-V/def2-TZVPD).

Last column: natural (NBO) charge in e.
Geometry (Å):
H 1.64310 -1.04876 -1.94146  0.3611
N 0.84237 -0.81441 -1.36512  -0.7037
C 1.14562 -0.02880 -0.43951  0.5489
C 0.76327 0.74054 0.70158  -0.1546
O 2.15359 0.65195 0.11234  -0.4674
H 0.29094 1.71468 0.58172  0.2082
H 0.66437 0.26890 1.67829  0.2081
C -1.96431 -0.02913 0.65411  -0.3044
C -1.80128 -0.71651 -0.31857  -0.1887
H -2.16325 0.56646 1.51828  0.2343
H -1.57442 -1.30492 -1.18167  0.2582

Summary:
HOMO-LUMO gap = 11.30 eV
Charge = 0
Calculated total energy = -285.2608 hartree
Structure (SMILES) = [H]/N=C1/CO1.C#C
Spin multiplicity = 1
Strongest force on any atom = 0.59 eV Å⁻¹
LUMO = 0.93 eV
ΔE to the lowest compared entry with this formula, charge and spin = 96.5 kcal/mol
Highest occupied orbital energy = -0.381 hartree

=====

2.
Entry from OMol25: a cluster of 3 separate species, C5H6O2 in total (ωB97M-V/def2-TZVPD).

Last column: natural (NBO) charge in e.
Geometry (Å):
O 1.23591 2.02182 0.84792  -0.5421
C 0.75850 0.97113 0.47981  0.4754
C 1.47904 -0.25628 0.03433  0.0629
O 0.61857 -1.25903 0.02859  -0.3987
C -0.55725 -0.72070 -0.45578  0.1605
C -1.54460 -0.55617 0.61856  -0.3775
C -0.66562 0.64022 0.13730  -0.3977
H 2.52867 -0.49541 0.15873  0.2255
H 1.06888 -0.01461 -1.66192  -0.0136
H 0.25346 -0.32115 -1.80151  0.0743
H -1.35832 -1.03301 1.57790  0.2339
H -2.59274 -0.41843 0.37024  0.2366
H -1.22452 1.44162 -0.33419  0.2606

Summary:
HOMO-LUMO gap = 8.64 eV
Charge = 0
Calculated total energy = -344.3890 hartree
Spin multiplicity = 1
Strongest force on any atom = 0.43 eV Å⁻¹
LUMO = -0.52 eV
ΔE to the lowest compared entry with this formula, charge and spin = 133.6 kcal/mol
Highest occupied orbital energy = -0.337 hartree

=====

3.
Entry from OMol25: a cluster of 8 separate species, C41H54BrN2O21PS2 in total at a distorted geometry (ωB97M-V/def2-TZVPD).

Last column: Mulliken charge in e.
Geometry (Å):
C 7.78619 -3.06624 -0.07832  -0.7766
C 7.39342 -3.29366 1.43559  -0.6709
N 5.93488 -3.35686 1.70909  -0.3768
C 5.17966 -2.35698 1.03092  0.1834
C 4.13489 -2.79820 0.07928  -0.5420
C 3.29400 -1.86748 -0.65998  -0.2539
C 3.54143 -0.41439 -0.47104  0.3770
C 4.55321 0.07551 0.44523  -0.4947
C 5.35011 -0.91257 1.20542  0.1577
S 6.57200 -0.24930 2.38502  -0.3056
S 2.43989 0.66234 -1.45742  -0.0716
C 0.84982 -0.23032 -1.28942  0.4953
C -0.41868 0.46196 -1.12699  0.2108
C -0.48071 2.03023 -1.13355  -0.6597
C -1.19864 2.44647 0.22408  0.6444
C -0.58226 1.72672 1.47862  -1.0250
Br -1.26501 4.40669 0.43860  -0.2016
C -1.63331 -0.34319 -0.95810  -0.4085
C -1.57140 -1.79625 -0.94996  0.0185
P -3.07004 -2.87887 -0.68279  0.3136
C -3.65502 -3.66919 -2.28426  -1.1021
C -2.49953 -4.32344 0.41252  -0.6106
C -3.15246 -4.30220 1.84740  -0.8026
C -0.25866 -2.46409 -1.16132  -0.5833
C 0.98146 -1.70911 -1.33408  -0.2192
N 2.26515 -2.36831 -1.53535  -0.0081
H 8.60973 -3.80725 -0.30912  0.3215
H 8.24219 -2.05820 -0.28517  0.2361
H 6.96122 -3.31541 -0.80075  0.2390
H 7.81052 -4.29937 1.73603  0.4213
H 7.87921 -2.55392 2.12096  0.2600
H 5.55936 -4.29167 1.55522  0.3500
H 4.00545 -3.90550 -0.05913  0.0513
H 4.66283 1.17421 0.55680  0.4501
H 5.84630 0.40760 3.36454  0.1579
H -1.18725 2.30828 -1.96836  0.3157
H 0.52219 2.50433 -1.26139  0.3509
H -2.26199 2.09148 0.11960  -0.3741
H -1.01611 0.69512 1.55606  0.2986
H 0.53706 1.65765 1.45466  0.2028
H -0.86122 2.30139 2.39978  0.4210
H -2.60754 0.18627 -0.81094  0.2632
H -4.40143 -4.46649 -2.02516  0.3347
H -2.76305 -4.11789 -2.79801  0.2909
H -4.09227 -2.86503 -2.92343  0.3319
H -1.37998 -4.33364 0.55230  0.3204
H -2.75592 -5.27266 -0.13392  0.3033
H -3.16882 -3.25776 2.25279  0.2440
H -2.48555 -4.91975 2.51722  0.2166
H -4.15415 -4.79822 1.89721  0.2497
H -0.16392 -3.58212 -1.16707  0.1530
H 2.14473 -3.37783 -1.45937  0.3237
O 2.72010 -0.32553 -8.41141  -0.5379
C 3.01618 -0.37588 -7.25978  0.5779
O 3.33467 0.70654 -6.49944  -0.3165
C 3.40163 0.26665 -5.14476  -0.0126
C 3.68379 -1.20218 -5.28174  -0.0711
O 3.08076 -1.52479 -6.53220  -0.3523
H 4.18677 0.79415 -4.60435  0.2761
H 2.44281 0.46484 -4.66022  0.0923
H 4.75382 -1.42046 -5.33845  0.2610
H 3.24557 -1.78843 -4.47402  0.0575
O -1.41028 6.79220 -5.91384  -0.5592
C -1.10538 6.79079 -4.76237  0.6266
O -0.79072 7.90998 -4.04963  -0.3647
C -0.70951 7.52912 -2.67806  0.1417
C -0.41548 6.05996 -2.75643  1.0682
O -1.02513 5.67757 -3.98984  -0.3103
H 0.07488 8.08603 -2.16565  0.4330
H -1.66723 7.73878 -2.19522  -0.2426
H 0.65318 5.84840 -2.81041  -0.0297
H -0.84151 5.50432 -1.92380  -0.6858
O 1.92724 4.31147 -3.15306  -0.6790
C 2.75744 4.77052 -3.87582  0.7490
O 3.03469 4.30077 -5.11770  -0.2862
C 3.90635 5.23873 -5.74275  -0.3350
C 4.54786 5.92866 -4.57110  -0.3292
O 3.54707 5.83150 -3.56064  -0.3213
H 4.63100 4.73194 -6.37863  0.2914
H 3.31116 5.91951 -6.35629  0.2809
H 5.44978 5.41709 -4.22552  0.2853
H 4.79017 6.96991 -4.77989  0.3010
O -5.30758 0.17138 0.94887  -0.5291
C -5.47097 1.32890 0.72505  0.6338
O -5.26755 1.91456 -0.48887  -0.3363
C -5.78108 3.24291 -0.41140  -0.3333
C -5.73230 3.53510 1.06237  -0.1812
O -5.88072 2.24162 1.64711  -0.3461
H -5.16945 3.93078 -0.99417  0.2482
H -6.79990 3.25108 -0.80725  0.3092
H -4.77334 3.95675 1.37425  0.2023
H -6.53189 4.20112 1.38331  0.3331
O -4.45023 -7.07529 2.46664  -0.5027
C -4.16014 -7.11915 3.62372  0.6546
O -3.80989 -6.03947 4.37771  -0.3302
C -3.76391 -6.47191 5.73743  -0.2411
C -3.52973 -7.94847 5.61319  -0.2010
O -4.13585 -8.26231 4.36155  -0.3756
H -2.96637 -5.96828 6.27859  0.2952
H -4.72007 -6.23793 6.21407  0.2419
H -2.46702 -8.20102 5.56551  0.1712
H -3.99192 -8.51454 6.42152  0.3141
O -1.39637 -6.36326 7.49763  -0.5347
C -0.63589 -7.20053 7.87514  0.6279
O 0.02550 -8.06012 7.05661  -0.3097
C 0.99598 -8.73898 7.84965  -0.2995
C 0.42697 -8.63029 9.23667  -0.3278
O -0.32054 -7.41836 9.17749  -0.3142
H 1.11073 -9.77196 7.52383  0.2872
H 1.95576 -8.22650 7.74858  0.2735
H -0.25149 -9.45268 9.47720  0.2617
H 1.19934 -8.57390 10.00253  0.2959
O -5.34653 7.04675 0.88443  -0.4961
C -4.87657 8.00601 0.35878  0.5110
O -3.86169 7.96528 -0.54742  -0.2020
C -3.74323 9.27149 -1.10805  -0.2607
C -4.34263 10.14746 -0.04323  -0.4184
O -5.28351 9.28294 0.58582  -0.3240
H -2.70116 9.51454 -1.31118  0.3138
H -4.30452 9.30586 -2.04522  0.2744
H -3.60682 10.46872 0.69845  0.2758
H -4.83709 11.02661 -0.45446  0.3090

Summary:
HOMO-LUMO gap = 7.64 eV
Charge = 0
Calculated total energy = -6995.9799 hartree
Structure (SMILES) = CCNc1cc2c(cc1S)Sc1c(C[C@@H](C)Br)cc(P(C)CC)cc1N2.O=C1OCCO1.O=C1OCCO1.O=C1OCCO1.O=C1OCCO1.O=C1OCCO1.O=C1OCCO1.O=C1OCCO1
Spin multiplicity = 1
Strongest force on any atom = 3.15 eV Å⁻¹
LUMO = 0.30 eV
Highest occupied orbital energy = -0.270 hartree

=====

4.
Entry from OMol25: a cluster of 2 separate species, C3H11N2 in total at a distorted geometry (ωB97M-V/def2-TZVPD).

Last column: natural (NBO) charge in e.
Geometry (Å):
C -0.10597 -0.04117 -2.07731  -0.4189
N 1.00342 -0.37975 -1.13872  -0.7146
H 0.24661 0.00552 -3.09502  0.2370
H -0.39546 0.97126 -1.78417  0.2238
H -0.91325 -0.76466 -1.97401  0.2424
H 1.76725 0.29535 -1.12702  0.4328
H 0.61148 -0.24570 -0.12397  0.4831
H 1.36725 -1.31749 -1.31881  0.4353
C -1.57353 -0.11999 1.32790  -0.4387
C -0.33180 -0.22426 1.84656  -0.0568
N 0.65216 0.67663 1.36536  -0.8870
H -1.72734 0.44786 0.41658  0.1882
H -2.34566 -0.72329 1.77775  0.2344
H -0.16555 -0.87958 2.69332  0.2301
H 0.39932 1.65554 1.30361  0.4082
H 1.51108 0.64374 1.90794  0.4008

Summary:
HOMO-LUMO gap = 9.80 eV
Charge = +1
Calculated total energy = -230.1372 hartree
Spin multiplicity = 1
Strongest force on any atom = 2.79 eV Å⁻¹
LUMO = -3.29 eV
ΔE to the lowest compared entry with this formula, charge and spin = 28.3 kcal/mol
Highest occupied orbital energy = -0.481 hartree

=====

5.
Entry from OMol25: a structure of composition C15H22GeN2O5W at a distorted geometry (ωB97M-V/def2-TZVPD).

Last column: natural (NBO) charge in e.
Geometry (Å):
W -0.07015 -0.29158 0.34444  1.9331
O 1.92281 2.60394 0.35620  -0.4586
C 1.90701 1.48976 -0.05108  0.7500
O 1.65053 0.41099 0.80106  -0.6994
C 2.09327 1.06909 -1.51814  -0.3447
C 2.46376 -0.41003 -1.57344  0.0948
C 2.89619 -0.86959 -2.95440  -0.4401
C 1.56064 -0.92200 -3.72810  -0.4267
C 0.57472 -0.42063 -2.69493  0.1080
O 1.10309 -0.99090 -1.42346  -0.5583
C 0.76401 1.08006 -2.40510  -0.3716
C -0.47490 1.63650 -1.74096  0.7910
O -0.98853 2.67805 -1.80952  -0.3755
O -1.08320 0.59798 -0.85879  -0.6742
H 2.83547 1.73861 -1.94816  0.2977
H 3.08298 -0.75202 -0.75130  0.2520
H 3.61632 -0.17465 -3.38306  0.2512
H 3.36723 -1.84769 -2.90184  0.2552
H 1.54861 -0.29866 -4.62011  0.2519
H 1.30834 -1.93754 -4.02363  0.2535
H -0.45299 -0.74399 -2.82354  0.2501
H 0.91742 1.67198 -3.30522  0.2994
C -0.41623 -3.71080 3.39926  -1.0705
Ge 0.64575 -3.22720 1.84935  1.5674
C 2.24468 -2.20500 2.29079  -1.0972
C 1.00169 -4.68985 0.62212  -1.0693
C -0.56434 -2.01773 0.73591  -0.7327
H 0.25775 -4.11102 4.15731  0.2667
H -1.14454 -4.47976 3.14646  0.2592
H -0.93907 -2.85882 3.82861  0.2382
H 2.87019 -2.82971 2.93048  0.2752
H 2.03045 -1.29337 2.84927  0.2419
H 2.83944 -1.95443 1.41286  0.2324
H 1.66678 -5.40278 1.11137  0.2671
H 1.48320 -4.35080 -0.29393  0.2413
H 0.07915 -5.21145 0.37002  0.2538
H -1.46545 -2.49046 0.32911  0.2854
N -1.28656 2.03834 3.60110  -0.4457
C -2.19988 1.02154 3.79113  -0.0386
C -1.93243 0.09653 2.84361  -0.0526
N -0.85786 0.54879 2.08045  -0.5716
C -0.49463 1.73540 2.58397  0.2588
H -1.21811 2.88091 4.15589  0.4650
H -2.94388 1.05315 4.56746  0.2725
H -2.41501 -0.84374 2.64746  0.2510
H 0.31996 2.34701 2.22310  0.2636

Summary:
HOMO-LUMO gap = 8.34 eV
Charge = +2
Calculated total energy = -3213.9580 hartree
Spin multiplicity = 1
Strongest force on any atom = 1.02 eV Å⁻¹
LUMO = -8.03 eV
ΔE to the lowest compared entry with this formula, charge and spin = 1.5 kcal/mol
Highest occupied orbital energy = -0.602 hartree